1:
Molecular formula: C4H6OS
Method: DFT, ωB97M-V/def2-TZVPD

Kohn-Sham gap ... 9.75 eV

The geometry in ORCA input format:
```
! wB97M-V def2-TZVPD RIJCOSX def2/J DEFGRID3
* xyz 0 1
C 0.58 2.04 -0.27
C 0.77 0.70 0.56
C -0.66 0.34 1.09
C -0.90 -0.77 0.13
H -0.05 1.64 -1.43
H 1.51 2.61 -0.76
H 0.00 2.99 0.25
H 1.30 0.84 1.42
H -1.34 1.22 1.07
H -0.17 0.08 2.08
O -1.75 -1.67 -0.21
S 0.87 -0.62 -0.63
*
```

2:
Molecular formula: C4H6OS
Method: DFT, ωB97M-V/def2-TZVPD

Kohn-Sham gap ... 9.77 eV
Structure (SMILES) ... C1OC[C@H]2S[C@@H]12

The geometry in ORCA input format:
```
! wB97M-V def2-TZVPD RIJCOSX def2/J DEFGRID3
* xyz 0 1
C 1.15 -0.67 -0.06
C -1.17 -0.58 -0.19
C -0.70 0.83 0.12
C 0.74 0.77 0.30
H 1.95 -0.76 -0.85
H 1.60 -1.21 0.84
H -1.72 -0.79 0.71
H -1.88 -0.76 -1.03
H -1.37 1.42 0.69
H 1.20 1.32 1.14
O -0.03 -1.31 -0.51
S 0.24 1.75 -1.16
*
```

Most stable pick: 2. Distance to second place: 0.0775 hartree.

1:
Molecular formula: C4H6OS
Method: DFT, ωB97M-V/def2-TZVPD

Kohn-Sham gap ... 8.07 eV
Structure (SMILES) ... C=C(C=S)OC

The geometry in ORCA input format:
```
! wB97M-V def2-TZVPD RIJCOSX def2/J DEFGRID3
* xyz 0 1
C 1.36 -0.05 -0.79
C -0.54 0.21 0.09
C -1.73 -0.26 -0.55
C -0.08 0.26 1.59
H 2.33 0.41 -1.24
H 1.00 -0.68 -1.71
H 1.63 -0.53 0.25
H -2.70 -0.48 0.01
H -1.64 -0.04 -1.58
H 0.94 0.60 1.84
O 0.39 0.94 -0.67
S -0.97 -0.39 2.75
*
```

2:
Molecular formula: C4H6OS
Method: DFT, ωB97M-V/def2-TZVPD

Kohn-Sham gap ... 8.30 eV

The geometry in ORCA input format:
```
! wB97M-V def2-TZVPD RIJCOSX def2/J DEFGRID3
* xyz 0 1
C -0.96 -1.10 1.42
C -1.23 -1.19 -0.07
C -0.92 0.06 0.60
C 0.87 1.70 0.19
O -2.78 0.77 -1.32
S -2.65 0.06 -0.05
H -1.79 -1.14 2.11
H -0.06 -1.54 1.62
H -0.86 -2.03 -0.68
H 0.22 2.51 0.47
H 1.01 1.44 -0.95
H 1.50 1.42 0.94
*
```

3:
Molecular formula: C4H6OS
Method: DFT, ωB97M-V/def2-TZVPD

Kohn-Sham gap ... 8.55 eV
Structure (SMILES) ... CC1=COCS1

The geometry in ORCA input format:
```
! wB97M-V def2-TZVPD RIJCOSX def2/J DEFGRID3
* xyz 0 1
C -1.98 -0.16 0.00
C -0.50 -0.06 -0.01
C 0.26 1.04 0.00
C 2.02 -0.46 -0.01
H -2.34 -0.69 0.88
H -2.42 0.83 0.01
H -2.33 -0.68 -0.89
H -0.07 2.08 -0.01
H 2.61 -0.66 -0.87
H 2.61 -0.64 0.91
O 1.62 0.92 0.00
S 0.51 -1.52 0.00
*
```

4:
Molecular formula: C4H6OS
Method: DFT, ωB97M-V/def2-TZVPD

Kohn-Sham gap ... 9.90 eV
Structure (SMILES) ... OCC#CCS

The geometry in ORCA input format:
```
! wB97M-V def2-TZVPD RIJCOSX def2/J DEFGRID3
* xyz 0 1
C -1.29 0.67 -1.32
C -0.05 0.07 -0.74
C 0.82 -0.20 0.06
C 1.70 -0.87 1.03
H -2.36 2.77 -1.00
H -1.03 1.17 -2.31
H -2.07 -0.12 -1.63
H 2.61 -0.37 1.42
H 2.17 -1.68 0.42
H 0.25 -1.83 2.02
O 1.13 -1.44 2.22
S -1.89 1.82 -0.18
*
```

Most stable pick: 3. Distance to second place: 0.0686 hartree.

1:
Molecular formula: C6H8N
Method: DFT, ωB97M-V/def2-TZVPD

Kohn-Sham gap ... 8.91 eV

The geometry in ORCA input format:
```
! wB97M-V def2-TZVPD RIJCOSX def2/J DEFGRID3
* xyz 1 1
C -3.10 1.67 0.16
C -1.25 -1.48 0.00
C 0.15 -1.35 0.14
C -2.43 -1.59 -0.15
C 2.14 0.30 0.15
C 0.77 -0.23 -0.37
N -1.94 1.56 0.19
H -3.44 -1.47 -0.06
H 0.53 -2.14 0.90
H -4.13 1.58 -0.02
H 2.02 1.23 0.68
H 2.84 0.51 -0.63
H 2.69 -0.22 0.87
H -0.07 0.49 -0.28
H 0.76 -0.16 -1.43
*
```

2:
Molecular formula: C6H8N
Method: DFT, ωB97M-V/def2-TZVPD

Kohn-Sham gap (spin up / spin down) ... 7.58 / 7.58 eV
Structure (SMILES) ... CC1=C[N@H+](C)C#C1

The geometry in ORCA input format:
```
! wB97M-V def2-TZVPD RIJCOSX def2/J DEFGRID3
* xyz 1 1
C -0.60 1.38 0.06
C 0.64 1.48 -0.02
C -0.09 -0.64 -0.36
C -1.24 0.12 -0.09
C -2.74 -0.13 0.12
C 2.40 -0.19 0.45
N 1.21 0.24 -0.45
H -0.04 -1.68 -0.51
H -3.25 0.65 -0.48
H -2.81 0.13 1.18
H -2.99 -1.06 -0.40
H 3.06 -0.82 -0.10
H 2.86 0.83 0.74
H 2.04 -0.77 1.29
H 1.56 0.46 -1.43
*
```

Most stable pick: 1. Distance to second place: 0.0701 hartree.

1:
Molecular formula: C6H13NO3
Method: DFT, ωB97M-V/def2-TZVPD

Kohn-Sham gap ... 8.86 eV
Structure (SMILES) ... C[C@@]1(O)C[C@@H](O)CN[C@H]1O

The geometry in ORCA input format:
```
! wB97M-V def2-TZVPD RIJCOSX def2/J DEFGRID3
* xyz 0 1
C -0.48 -0.44 0.80
C 1.19 -0.05 0.88
C -0.16 0.28 -1.56
C -1.10 -0.44 -0.61
C 1.45 -0.24 -1.51
C -1.20 0.50 1.75
N 1.82 -0.72 -0.21
O -0.47 -1.77 1.30
O 1.41 1.31 0.90
O -0.13 1.68 -1.36
H -1.38 -2.07 1.42
H 1.04 1.70 0.09
H -1.02 2.03 -1.38
H 1.65 -1.72 -0.11
H 1.55 -0.47 1.82
H -0.45 0.08 -2.60
H -1.19 -1.48 -0.96
H -2.09 0.01 -0.61
H 1.61 -1.02 -2.25
H 2.03 0.65 -1.75
H -2.26 0.26 1.80
H -0.76 0.41 2.74
H -1.08 1.53 1.42
*
```

2:
Molecular formula: C6H13NO3
Method: DFT, ωB97M-V/def2-TZVPD

Kohn-Sham gap (spin up / spin down) ... 8.06 / 8.06 eV

The geometry in ORCA input format:
```
! wB97M-V def2-TZVPD RIJCOSX def2/J DEFGRID3
* xyz 0 1
C 0.35 0.44 1.53
C 0.95 -0.91 1.70
C 0.93 1.47 0.77
C -1.70 -0.05 0.42
O -2.35 1.11 0.64
O -2.06 -1.09 0.88
H -1.95 1.79 0.06
H -0.41 0.70 2.25
H 1.71 -1.14 0.95
H 1.96 1.33 0.46
H 1.42 -0.96 2.69
H 0.19 -1.68 1.68
H 0.74 2.49 1.12
H 0.31 1.48 -0.41
C -0.13 -1.16 -1.61
N 1.27 -0.88 -1.87
C -1.01 0.06 -1.27
O -0.50 1.26 -1.44
H 1.35 -0.16 -2.57
H 1.74 -0.54 -1.04
H -2.04 -0.04 -1.64
H -0.56 -1.62 -2.51
H -0.22 -1.90 -0.81
*
```

3:
Molecular formula: C6H13NO3
Method: DFT, ωB97M-V/def2-TZVPD

Kohn-Sham gap ... 9.90 eV
Structure (SMILES) ... C[C@H]1C[C@@H](CNC=O)O1.O

The geometry in ORCA input format:
```
! wB97M-V def2-TZVPD RIJCOSX def2/J DEFGRID3
* xyz 0 1
C 0.62 1.18 -3.92
C 0.27 1.52 -2.49
C -1.04 2.25 -2.19
C -1.38 1.02 -1.33
C -2.66 0.27 -1.64
N -2.72 -1.12 -1.23
O -0.16 0.35 -1.75
H -0.22 0.67 -4.41
H 0.83 2.11 -4.47
H 1.51 0.54 -3.97
H 1.14 1.97 -1.98
H -0.96 3.20 -1.65
H -1.69 2.36 -3.07
H -1.33 1.20 -0.25
H -3.47 0.78 -1.10
H -2.84 0.30 -2.72
H -1.10 -2.36 -1.81
H -2.99 -1.88 -1.85
C -2.81 -1.62 0.23
O -3.14 -0.89 1.16
H -3.15 -2.68 0.22
O -0.39 -2.74 -1.02
H -0.55 -3.72 -0.98
*
```

4:
Molecular formula: C6H13NO3
Method: DFT, ωB97M-V/def2-TZVPD

Kohn-Sham gap (spin up / spin down) ... 7.98 / 7.00 eV

The geometry in ORCA input format:
```
! wB97M-V def2-TZVPD RIJCOSX def2/J DEFGRID3
* xyz 0 1
C 0.16 -0.24 1.43
C -0.46 1.52 -0.01
C -0.48 -1.08 -1.67
C 0.07 2.58 -0.91
C 1.00 -1.10 -2.01
C -1.08 -0.43 2.12
N 1.32 -0.93 1.83
O 0.40 0.87 0.71
O -1.03 -1.45 3.03
O -2.12 0.17 1.90
H -1.92 -1.54 3.41
H -0.58 -1.09 -0.53
H -1.52 1.41 0.16
H 2.19 -0.45 1.64
H 1.28 -1.25 2.79
H -0.97 -0.23 -2.13
H -0.98 -1.97 -2.05
H -0.34 2.46 -1.92
H 1.15 2.52 -0.96
H -0.22 3.57 -0.56
H 1.46 -2.02 -1.64
H 1.15 -1.06 -3.09
H 1.52 -0.27 -1.55
*
```

Most stable pick: 1. Distance to second place: 0.0587 hartree.